The following is a DFT calculation (ωB97M-V with the def2-TZVPD basis set) of C26H29BrN3O4PtS as an isolated structure.

ORCA input file:
```
! wB97M-V def2-TZVPD RIJCOSX def2/J DEFGRID3
* xyz -1 3
Pt 0.582 0.758 -2.081
C -3.953 -3.304 3.274
C -3.820 -3.283 1.752
C -5.113 -2.698 1.165
C -3.660 -4.732 1.266
C -2.623 -2.451 1.292
C -2.349 -2.320 -0.065
C -1.266 -1.580 -0.468
Br -0.977 -1.410 -2.346
C -0.352 -0.916 0.385
O 0.687 -0.271 -0.085
C -0.681 -0.996 1.765
C -1.775 -1.773 2.157
C 0.065 -0.259 2.898
C 0.683 -1.289 3.855
C 1.190 0.671 2.439
C -0.939 0.613 3.673
H -4.836 -3.886 3.552
H -4.075 -2.297 3.682
H -3.081 -3.766 3.746
H -5.979 -3.293 1.475
H -5.084 -2.685 0.073
H -5.257 -1.671 1.507
H -4.514 -5.340 1.582
H -2.749 -5.173 1.679
H -3.593 -4.782 0.177
H -2.978 -2.782 -0.818
H -1.978 -1.835 3.219
H 1.403 -1.916 3.322
H -0.075 -1.945 4.290
H 1.204 -0.782 4.674
H 1.970 0.104 1.941
H 1.617 1.159 3.322
H 0.842 1.437 1.745
H -1.694 0.018 4.190
H -1.453 1.293 2.989
H -0.413 1.212 4.423
S 2.595 -0.600 -2.928
C 3.776 0.000 -1.883
N 3.455 0.229 -0.572
C 4.298 0.799 0.287
C 5.561 1.122 -0.111
C 5.874 0.826 -1.439
N 5.034 0.296 -2.298
H 2.475 0.033 -0.285
H 3.917 0.988 1.279
H 6.264 1.594 0.558
H 6.862 1.057 -1.829
O -2.386 3.664 -2.864
C -1.434 2.891 -2.810
O -1.329 1.866 -2.037
C -0.241 3.157 -3.707
C 0.263 4.446 -3.809
C 1.433 4.687 -4.512
C 2.105 3.643 -5.141
C 1.590 2.362 -5.080
C 0.417 2.119 -4.365
H -0.263 5.246 -3.302
H 1.839 5.691 -4.551
H 3.036 3.830 -5.664
H 2.101 1.542 -5.569
H -0.047 1.137 -4.428
O 3.415 4.053 -1.705
C 2.601 3.179 -1.547
N 1.811 2.317 -1.334
*
```

Summary:
* relative energy (zero: lowest compared OMol25 entry of this formula, charge and spin): 15.6 kcal per mole
* HOMO energy (alpha / beta): -4.256 / -5.095 eV
* ⟨S²⟩: 2.01

Here are the natural (NBO) charges for atoms 1 to 6, given in e: 1.12, -0.60, -0.07, -0.60, -0.59, -0.08


The following is a DFT calculation (ωB97M-V with the def2-TZVPD basis set) of an isolated molecule of C26H29ClN4O4.

ORCA input file:
```
! wB97M-V def2-TZVPD RIJCOSX def2/J DEFGRID3
* xyz 0 1
C -8.250 0.193 -1.004
C -6.816 0.215 -0.626
C -5.993 1.223 -0.217
C -4.749 0.570 -0.013
N -4.842 -0.712 -0.284
O -6.126 -0.938 -0.665
N -3.547 1.093 0.407
C -3.293 2.408 0.697
O -4.124 3.280 0.633
C -1.843 2.633 1.085
C -0.953 2.623 -0.170
C 0.491 2.369 0.231
O 1.286 3.269 0.397
N 0.838 1.064 0.433
C -0.091 -0.011 0.417
C -0.607 -0.483 -0.787
C -1.526 -1.518 -0.789
C -1.925 -2.100 0.404
C -1.390 -1.652 1.600
C -0.476 -0.611 1.612
H -0.055 -0.269 2.545
H -1.683 -2.112 2.531
H -2.649 -2.899 0.397
H -1.930 -1.874 -1.723
H -0.280 -0.043 -1.718
C 2.146 0.809 1.032
C 3.300 1.499 0.346
C 4.350 1.933 1.153
C 5.475 2.535 0.626
C 5.579 2.727 -0.741
C 4.556 2.303 -1.566
C 3.439 1.686 -1.026
Cl 2.219 1.191 -2.157
H 4.618 2.446 -2.634
H 6.447 3.207 -1.166
H 6.267 2.861 1.283
H 4.270 1.792 2.220
H 2.136 1.159 2.074
C 2.463 -0.706 1.087
O 2.742 -1.236 2.141
N 2.422 -1.305 -0.108
H 2.207 -0.742 -0.919
C 2.698 -2.721 -0.357
C 2.472 -2.958 -1.848
H 2.669 -3.997 -2.095
H 3.137 -2.332 -2.440
H 1.443 -2.729 -2.117
C 1.737 -3.581 0.467
H 1.874 -3.375 1.525
H 1.932 -4.634 0.286
H 0.706 -3.361 0.199
C 4.148 -3.023 0.025
H 4.829 -2.402 -0.554
H 4.300 -2.816 1.080
H 4.378 -4.068 -0.165
H -1.298 1.867 -0.874
H -0.997 3.598 -0.655
H -1.534 1.847 1.777
H -1.757 3.597 1.587
H -2.809 0.407 0.491
H -6.204 2.260 -0.075
H -8.807 -0.446 -0.320
H -8.367 -0.209 -2.008
H -8.654 1.200 -0.966
*
```

Summary:
* SMILES string: Cc1cc(NC(=O)CCC(=O)N(c2ccccc2)[C@@H](C(=O)NC(C)(C)C)c2ccccc2Cl)no1
* HOMO energy: -8.952 eV

Here are the natural (NBO) charges for atoms 1 to 6, given in e: -0.66, 0.34, -0.38, 0.31, -0.19, -0.28